The following is a DFT calculation (ωB97M-V/def2-TZVPD) of a structure of composition C5H8O2.

```
15
Properties=species:S:1:pos:R:3:forces:R:3
O 2.43168 0.16223 0.31208 0.2 -0.6 -0.1
C 1.58648 -0.66027 -0.08915 0.9 -0.4 -0.2
C -0.12551 -0.27664 0.81912 -0.6 0.2 0.6
C -0.58404 0.89597 0.24738 -0.5 -0.1 0.6
C -1.71143 0.21595 -0.52406 -0.2 0.0 -0.1
C -1.04177 -1.09431 -0.05634 0.0 -0.4 0.0
O -1.13383 -2.25302 -0.35381 0.0 0.7 0.3
H 1.71823 1.33068 -0.15715 -0.4 0.7 -0.3
H 1.55168 -1.63472 0.39625 -0.1 -0.2 -0.1
H 1.16405 -0.59178 -1.11388 0.4 -0.1 0.2
H 0.26339 -0.43937 1.82014 0.1 0.0 -0.3
H -0.54666 1.92361 0.57222 0.0 -0.1 0.0
H 1.02481 1.67396 -0.43326 0.1 0.4 -0.3
H -2.00754 0.39423 -1.56172 0.4 0.1 0.1
H -2.58953 0.35348 0.12219 -0.1 -0.1 -0.3
```
Positions in Å, forces in eV/Å.

Properties
Energy above the lowest of the compared OMol25 structures with the same formula, charge and spin   551.5 kJ/mol
DFT total energy   -9404.116 eV
HOMO energy   -9.5 eV
LUMO level   -0.0127 Eh



The following is a DFT calculation (ωB97M-V/def2-TZVPD) of a structure of composition C44H115N9O13.

```
181
Properties=species:S:1:pos:R:3:forces:R:3
C -12.59386 18.12895 -6.04116 0.5 0.4 0.3
C -12.93905 17.84168 -7.47862 -1.0 -0.2 -0.3
C -12.42928 16.44326 -7.92348 -1.3 1.1 -1.2
O -12.71896 16.28563 -9.33040 0.1 0.5 0.7
C -12.05517 15.12773 -9.89820 -2.4 4.0 1.7
N -14.42549 18.05390 -7.62255 0.7 -0.5 -0.5
H -12.98308 19.10445 -5.74959 -0.1 0.0 0.0
H -11.51571 18.16542 -5.88503 -0.7 0.2 0.5
H -13.05541 17.36989 -5.40956 0.1 -0.1 0.2
H -12.44076 18.55337 -8.13688 -0.6 -0.3 0.2
H -12.94321 15.66854 -7.35444 0.2 0.1 0.3
H -11.35530 16.39573 -7.74349 -0.7 0.0 -0.1
H -10.98528 15.21644 -9.70963 -2.1 0.3 0.4
H -12.09448 15.21196 -10.98423 -1.2 -0.3 0.4
H -12.45873 14.18836 -9.52027 -0.8 3.2 -0.1
H -14.62650 19.01577 -7.38909 0.2 0.5 -0.3
H -14.90503 17.59694 -6.86010 0.0 -0.7 0.1
C -7.86686 11.24500 -8.03131 0.0 -4.4 1.6
C -8.16597 9.79157 -7.68797 -1.3 -1.3 0.7
C -9.68455 9.48541 -7.44446 0.8 1.2 0.6
O -10.05114 10.35149 -6.37708 0.4 0.0 0.1
C -11.43556 10.39822 -6.07075 -0.5 -2.4 -0.7
N -7.57139 8.94037 -8.68285 0.6 0.3 -1.5
H -8.27381 11.59660 -8.97940 -0.1 -1.2 0.2
H -6.79582 11.44449 -8.06557 -0.8 -3.8 -0.4
H -8.14037 11.92867 -7.22764 0.0 -1.4 0.2
H -7.68507 9.53986 -6.74273 0.1 0.3 0.2
H -9.89816 8.48276 -7.07408 0.3 -0.4 -0.5
H -10.26493 9.71468 -8.33816 -0.2 -0.1 -0.2
H -11.53539 10.72179 -5.03469 -0.3 -1.6 -0.7
H -11.86027 9.40691 -6.22902 -0.2 -0.2 0.1
H -11.94735 11.11590 -6.71192 0.0 -0.7 0.1
H -7.69917 7.93911 -8.71798 -0.4 0.1 0.7
H -7.81494 9.28989 -9.59861 0.1 -0.1 -0.3
C -9.87826 16.63364 -6.17490 -1.0 1.0 -0.2
C -8.85054 16.21528 -7.15146 0.9 1.1 -0.2
C -9.31981 15.48338 -8.43459 -0.3 2.9 2.2
O -10.14480 14.43711 -8.06424 -1.3 1.6 8.3
C -9.48091 13.28411 -7.56407 0.4 0.1 1.9
N -8.06542 17.42969 -7.46899 -2.3 -1.7 -0.1
H -10.39391 17.50860 -6.57069 0.3 -0.5 -0.2
H -9.40165 17.04975 -5.28733 -0.1 -0.7 0.3
H -10.60398 15.83829 -6.00506 0.2 0.2 0.4
H -8.24175 15.56402 -6.52429 0.0 0.3 0.0
H -8.53344 15.23776 -9.14828 -0.3 0.0 0.6
H -10.00349 16.15006 -8.96015 0.4 0.3 0.7
H -8.76559 12.83005 -8.24982 -1.8 2.0 0.4
H -10.16877 12.47773 -7.30972 0.1 0.6 -0.5
H -9.01377 13.54653 -6.61486 0.2 -0.1 0.0
H -8.65206 18.24143 -7.59938 -0.7 -0.8 -0.2
H -7.45920 17.30684 -8.26741 -2.4 0.1 0.3
C -10.99754 19.95014 -8.77051 -0.6 3.1 3.8
C -9.74356 20.82451 -8.81499 -1.2 -1.3 -0.2
C -8.71443 20.39093 -7.72420 -0.3 1.4 0.5
O -9.31924 20.04282 -6.44171 0.3 -0.5 -1.0
C -8.33244 19.35664 -5.63598 0.8 1.2 0.2
N -9.23815 20.49697 -10.13430 -7.8 4.4 1.6
H -10.71149 18.90037 -8.70546 -0.6 2.3 1.7
H -11.68343 20.18898 -9.58330 0.1 -0.1 0.5
H -11.53330 20.26623 -7.87544 0.0 -0.2 0.3
H -9.97997 21.88455 -8.72268 -0.1 0.1 0.3
H -8.09018 21.27356 -7.58509 0.3 0.1 0.4
H -8.01434 19.63251 -8.07460 -0.2 0.1 -0.1
H -8.65062 19.09651 -4.62643 -0.8 0.2 -0.2
H -7.48752 20.03368 -5.51022 0.3 0.3 0.2
H -7.96464 18.48177 -6.17212 0.1 0.6 1.2
H -8.55308 21.14421 -10.49742 -1.1 3.1 0.7
H -9.88625 20.59557 -10.90265 -0.8 -0.4 0.3
C -7.57209 17.95105 -10.25127 1.6 -0.7 -1.6
C -6.56705 18.99910 -10.72525 -0.4 1.0 1.0
C -5.80580 18.73132 -11.98321 -1.0 -0.1 0.2
O -5.29985 17.44360 -11.98607 0.1 -0.9 -0.9
C -4.03837 17.19759 -11.42813 0.3 1.1 -0.3
N -7.35454 20.18848 -10.84581 8.1 0.2 -3.3
H -8.32558 17.81839 -11.02763 0.2 0.5 0.8
H -7.95511 18.18545 -9.25806 -0.3 0.7 -1.8
H -7.02666 17.01591 -10.12430 -1.1 0.3 -0.8
H -5.80730 19.19089 -9.96755 0.1 0.1 0.5
H -5.05719 19.50042 -12.17341 0.2 0.1 0.0
H -6.60259 18.81312 -12.72250 0.3 -0.3 -0.8
H -3.97870 17.36177 -10.35221 -0.4 0.2 -0.8
H -3.27931 17.84895 -11.86134 0.2 0.1 -0.5
H -3.80892 16.15829 -11.66324 0.1 0.3 0.4
H -7.84543 20.16886 -11.72829 0.2 -0.3 -0.7
H -8.16839 20.17322 -10.24788 3.7 -4.3 0.7
C -13.64765 13.38350 -7.72651 -2.0 3.4 2.6
O -12.99338 12.60604 -6.77664 0.5 -0.4 1.2
C -12.11805 13.40188 -5.96065 0.1 1.8 -0.7
C -11.10710 12.69263 -5.14910 0.6 -1.2 1.6
N -10.00599 13.46675 -4.54308 -0.3 0.3 -0.3
C -10.27830 14.49599 -3.51609 1.1 -0.7 -0.8
C -8.86549 15.12670 -3.14333 -1.7 0.0 0.4
O -9.07857 16.23364 -2.27979 -0.2 0.1 -0.3
C -7.98745 17.09049 -2.00986 0.0 -0.2 0.3
H -14.44890 13.94248 -7.24313 0.1 0.8 0.5
H -14.20021 12.84591 -8.49708 -1.0 2.1 4.8
H -12.96955 14.08993 -8.20530 -0.5 -0.5 0.5
H -12.70387 14.10399 -5.36738 -0.2 0.1 0.1
H -11.42604 13.96259 -6.58899 -0.9 0.6 -0.4
H -10.63860 11.94496 -5.78910 0.6 1.8 0.7
H -11.60685 12.01471 -4.45716 -0.1 1.0 1.1
H -9.39844 12.77317 -4.13088 0.2 -0.1 -0.1
H -10.76022 14.00888 -2.66840 -0.1 0.5 0.4
H -10.94948 15.18121 -4.03385 0.1 0.5 0.7
H -8.37159 15.38030 -4.08133 0.2 0.3 0.0
H -8.26328 14.40560 -2.59066 0.1 -0.4 -0.2
H -8.36430 17.87338 -1.35172 -0.1 0.2 -0.4
H -7.51577 17.48459 -2.91002 -0.2 0.2 -0.2
H -7.17647 16.65233 -1.42812 0.1 -0.7 0.0
C -2.25743 16.23756 -8.93145 -0.2 0.9 0.8
O -3.66020 16.10151 -9.13771 -0.1 -0.5 2.5
C -4.41925 16.64656 -8.00251 0.4 -0.4 -0.4
C -5.87125 16.86622 -8.32845 2.7 -2.2 -0.9
N -6.56380 15.69804 -8.97856 1.6 -0.7 1.1
C -6.79803 14.58782 -8.05293 1.2 0.0 -0.3
C -6.83512 13.20587 -8.69155 2.4 3.7 -1.4
O -5.73582 13.05620 -9.62917 0.6 -1.4 1.3
C -5.72175 11.81360 -10.39871 -0.4 0.5 0.9
H -1.67854 16.39075 -9.84223 -0.5 -0.6 -0.4
H -1.82100 15.46097 -8.30333 -0.1 -0.4 -0.2
H -2.09451 17.16905 -8.38935 0.1 0.2 0.2
H -4.04935 17.63957 -7.74719 0.4 0.1 0.0
H -4.34125 16.04770 -7.09511 0.5 -0.5 -0.1
H -5.87820 17.67884 -9.05489 -0.1 -0.1 0.7
H -6.46961 17.09489 -7.44653 2.5 0.0 0.4
H -5.90756 15.30650 -9.63897 0.2 0.3 -0.4
H -7.73421 14.82358 -7.54687 1.8 -1.6 -0.5
H -5.99122 14.55557 -7.32073 0.1 -0.1 0.4
H -7.70178 13.07330 -9.33920 0.3 0.3 0.4
H -6.73454 12.52332 -7.84768 0.6 3.3 -0.8
H -6.63085 11.75144 -10.99685 0.0 -0.1 -0.2
H -5.67780 10.93927 -9.74931 0.1 0.0 0.0
H -4.85776 11.79382 -11.06296 0.0 0.3 0.2
C -10.99731 18.35364 -10.50488 1.2 -2.4 -3.4
O -10.19846 17.75139 -11.54771 -1.0 -0.1 -0.2
C -9.93925 16.36209 -11.44091 0.9 1.0 -1.1
C -8.87273 16.11339 -12.54671 -1.1 0.5 -0.3
N -8.46425 14.75336 -12.66022 -0.8 -0.6 -0.6
C -7.71898 14.33031 -11.54027 2.6 -1.0 0.2
C -6.20214 14.54847 -11.82351 0.7 -0.5 0.2
O -5.79585 14.25920 -13.21002 -0.9 0.2 0.4
C -4.38758 14.07828 -13.30215 -0.6 0.7 0.9
H -10.90622 19.40258 -10.78690 -0.6 -1.4 0.1
H -10.55923 18.13701 -9.53058 0.4 -1.5 -2.2
H -12.00189 17.93121 -10.48357 -0.2 0.4 -0.1
H -10.83104 15.74836 -11.56797 0.5 0.6 -1.2
H -9.65199 16.11919 -10.41789 0.7 0.6 -1.1
H -7.98783 16.74968 -12.53447 -0.1 0.5 0.7
H -9.36728 16.39553 -13.47618 -0.2 0.0 -0.1
H -7.75205 14.73671 -13.37617 -0.5 -0.2 -0.8
H -7.82895 13.26621 -11.33121 -0.3 -0.2 -0.5
H -7.95646 14.79160 -10.58168 0.1 0.4 -0.7
H -5.66945 13.87040 -11.15674 0.0 0.6 -0.9
H -5.90737 15.54919 -11.50761 -0.1 0.1 -0.8
H -3.92481 15.01599 -12.99452 0.3 -0.2 0.0
H -4.00654 13.88875 -14.30563 -0.7 -0.3 -0.1
H -4.13262 13.28864 -12.59534 0.5 -0.1 -0.1
C -10.17545 13.62896 -10.04747 0.9 -2.5 -6.0
O -11.57251 13.21824 -10.18674 4.1 -6.8 -0.3
C -11.76216 12.11110 -9.28696 -1.8 -1.0 -0.8
C -13.23966 11.60061 -9.30945 0.4 -1.1 -2.4
N -13.59284 10.76722 -10.43930 0.6 -1.3 -0.2
C -14.92051 10.17780 -10.35344 -1.0 -0.6 -1.7
C -15.27874 9.30338 -11.62437 0.4 2.3 0.7
O -15.51988 10.27063 -12.66374 -0.5 -0.7 -0.7
C -16.04074 9.60232 -13.83291 0.8 0.1 0.5
H -9.83108 13.95500 -9.06605 -1.0 -2.5 -5.2
H -10.11207 14.49859 -10.70156 0.7 -1.7 -0.4
H -9.50541 12.85102 -10.41345 -0.3 -0.6 -0.8
H -11.55849 12.35177 -8.24355 0.2 0.1 -0.7
H -11.20480 11.23849 -9.62756 0.6 0.0 0.1
H -13.87887 12.48106 -9.24366 1.6 -2.8 -4.8
H -13.48941 11.05280 -8.40080 0.3 -0.1 0.1
H -13.63059 11.33803 -11.27167 0.3 0.1 -0.2
H -15.64413 10.99195 -10.39372 -0.6 0.0 0.3
H -15.18924 9.53551 -9.51478 0.8 0.2 0.5
H -16.20110 8.74480 -11.46516 0.0 -0.2 0.2
H -14.43491 8.65473 -11.85956 0.0 -0.2 -0.2
H -17.02275 9.16354 -13.65623 0.0 -0.2 0.3
H -15.29497 8.84279 -14.06746 -0.3 -0.4 -0.4
H -16.16350 10.24810 -14.70240 0.3 0.5 0.4
```
Positions in Å, forces in eV/Å.

Properties
Energy above the lowest of the compared OMol25 structures with the same formula, charge and spin   3361.5 kJ/mol
DFT total energy   -87478.911 eV
HOMO energy   -7.5 eV
LUMO level   0.0119 Eh



The following is a DFT calculation (ωB97M-V/def2-TZVPD) of a cluster of 2 separate species, C5H9NO in total.

```
16
Properties=species:S:1:pos:R:3:forces:R:3
C 2.75497 0.39623 0.17795 0.1 0.0 0.0
O 1.38150 0.75053 0.25905 -0.3 0.0 -0.1
C 0.52358 -0.37310 0.26335 -0.4 -0.3 -0.2
C -0.97903 0.02148 0.40059 -0.5 -0.2 -0.3
C -2.21471 0.56618 -1.32725 1.2 -0.4 1.6
C -1.85475 -1.07356 0.65434 -0.8 -1.0 0.1
N -2.62504 -1.93994 0.67857 0.7 0.4 0.4
H 3.33728 1.32294 0.16570 -0.2 -0.1 0.0
H 2.98653 -0.16735 -0.74016 -0.2 0.1 0.1
H 3.09231 -0.20582 1.03870 -0.3 0.1 -0.1
H 0.76780 -0.99842 1.14619 -0.2 0.1 -0.2
H 0.70450 -0.99637 -0.62257 -0.1 0.1 0.0
H -1.02572 0.83770 1.14118 -0.5 -0.2 -0.6
H -3.22696 0.94186 -1.07017 1.2 0.0 0.6
H -1.29145 1.09216 -1.09281 -0.7 1.1 -2.1
H -2.33264 -0.26818 -2.04578 1.0 0.4 0.8
```
Positions in Å, forces in eV/Å.

Properties
Energy above the lowest of the compared OMol25 structures with the same formula, charge and spin   500.4 kJ/mol
DFT total energy   -8864.026 eV
HOMO energy   -8.9 eV
LUMO level   0.0011 Eh



Let's list frontier orbital gap in order: 9.149, 7.806, 8.911 eV.